No. 1
# C29H29BaFN2Si

A molecular structure, C29H29BaFN2Si (ωB97M-V/def2-TZVPD, the OMol25 dataset).

The geometry in XYZ format:
```
63
Properties=species:S:1:pos:R:3:mulliken_charge:R:1
Ba 0.45 -0.46 1.22 1.55
C 3.52 -3.26 -1.99 -1.11
Si 2.01 -2.11 -1.97 0.09
C 2.68 -0.40 -1.56 -0.93
C 1.38 -2.03 -3.75 -0.75
N 0.83 -2.47 -0.82 0.11
C 0.02 -3.55 -0.80 0.00
C 0.13 -4.70 -1.61 0.05
C -0.74 -5.78 -1.54 -0.93
C -1.80 -5.78 -0.64 -0.34
C -1.95 -4.67 0.19 -0.69
C -1.08 -3.62 0.10 0.47
F -1.30 -2.56 0.94 -0.35
H 4.27 -2.90 -2.70 0.30
H 3.26 -4.29 -2.25 0.31
H 3.98 -3.28 -1.00 0.31
H 3.46 -0.10 -2.27 0.26
H 3.14 -0.37 -0.56 0.31
H 1.90 0.36 -1.59 0.10
H 2.18 -1.76 -4.44 0.32
H 0.59 -1.28 -3.82 0.03
H 0.96 -2.98 -4.07 0.34
H 0.95 -4.73 -2.32 0.15
H -0.59 -6.63 -2.20 0.35
H -2.48 -6.62 -0.57 0.33
H -2.76 -4.61 0.91 0.38
N 1.57 -0.11 3.28 -0.85
C 2.05 -0.07 4.50 -0.54
C 1.45 -0.73 5.64 -0.26
C 1.98 -0.67 6.92 -0.27
C 3.15 0.04 7.21 -0.50
C 3.77 0.70 6.14 -0.26
C 3.26 0.65 4.86 -0.28
H 0.54 -1.30 5.45 0.25
H 1.47 -1.20 7.72 0.26
H 3.55 0.08 8.21 0.32
H 4.68 1.26 6.32 0.26
H 3.77 1.18 4.05 0.24
C -2.03 6.84 -0.99 -0.34
C -2.25 5.72 -1.78 -0.68
C -1.89 4.45 -1.35 0.01
C -1.29 4.26 -0.10 0.82
C -1.06 5.40 0.68 -0.64
C -1.42 6.67 0.25 -0.51
C -0.88 2.94 0.43 -0.83
C -1.19 1.71 0.00 -1.47
C -2.03 1.37 -1.12 0.35
C -1.50 0.94 -2.36 0.36
C -2.31 0.55 -3.40 -0.57
C -3.70 0.55 -3.27 -0.51
C -4.24 0.95 -2.05 -0.49
C -3.43 1.35 -1.01 -0.08
H -2.31 7.83 -1.33 0.35
H -2.72 5.84 -2.76 0.36
H -2.07 3.60 -1.99 0.33
H -0.59 5.27 1.65 0.36
H -1.23 7.53 0.89 0.34
H -0.26 3.03 1.33 0.20
H -0.42 0.92 -2.48 0.17
H -1.86 0.23 -4.33 0.34
H -4.33 0.23 -4.09 0.36
H -5.32 0.95 -1.92 0.34
H -3.87 1.65 -0.06 0.38
```

Properties
ΔE to the lowest compared entry with this formula, charge and spin	0.0	kcal per mole
LUMO level	4.42	eV
total energy	-44813.042	eV
net charge	-2


No. 2
# C5H8O

A single C5H8O molecule (ωB97M-V/def2-TZVPD, the OMol25 dataset).

The geometry in XYZ format:
```
14
Properties=species:S:1:pos:R:3:mulliken_charge:R:1
C 1.96 0.03 -0.18 -1.34
C 0.54 0.34 0.22 -0.29
C -0.42 -0.86 0.26 -0.43
C -1.75 -0.28 -0.12 0.67
O -2.87 -0.79 -0.23 -0.57
C -1.89 1.02 -0.62 -0.50
H 1.96 -0.45 -1.17 0.35
H 2.58 0.93 -0.22 0.35
H 2.42 -0.66 0.53 0.32
H 0.53 0.87 1.18 0.32
H -0.47 -1.34 1.24 0.30
H -0.14 -1.64 -0.46 0.29
H -2.33 1.75 0.07 0.23
H 0.14 1.04 -0.53 0.29
```

Properties
ΔE to the lowest compared entry with this formula, charge and spin	95.6	kcal per mole
LUMO level	-0.44	eV
total energy	-7358.110	eV
net charge	0


No. 3
# C5H9NS2

A single C5H9NS2 molecule at a distorted geometry (ωB97M-V/def2-TZVPD, the OMol25 dataset).

The geometry in XYZ format:
```
17
Properties=species:S:1:pos:R:3:mulliken_charge:R:1
C 0.57 -0.05 -1.34 -1.69
C 0.67 0.15 0.14 1.39
C 1.60 -0.78 0.79 -1.51
C 0.27 1.49 0.64 -0.50
N -0.55 0.31 0.86 -0.47
C -2.04 0.09 -0.06 0.15
S -2.98 1.32 -0.40 -0.18
S -2.17 -1.63 -0.02 -0.11
H 0.85 -1.02 -1.72 0.37
H 1.30 0.60 -1.81 0.38
H -0.39 0.14 -1.72 0.49
H 2.72 -0.78 0.70 0.33
H 1.27 -1.71 0.46 0.30
H 1.68 -0.78 1.87 0.40
H 0.82 1.84 1.56 0.25
H -0.11 2.28 -0.08 0.23
H -3.51 -1.47 0.11 0.16
```

Properties
ΔE to the lowest compared entry with this formula, charge and spin	78.1	kcal per mole
LUMO level	-0.33	eV
total energy	-28488.251	eV
net charge	0


No. 4
# C36H40BNP2Zr

A molecular structure, C36H40BNP2Zr at a distorted geometry (ωB97M-V/def2-TZVPD, the OMol25 dataset).

The geometry in XYZ format:
```
81
Properties=species:S:1:pos:R:3:mulliken_charge:R:1
Zr -1.77 -0.40 -0.45 -0.29
C -3.96 0.65 -4.51 -0.40
C -2.96 1.50 -4.74 -0.15
C -3.15 2.95 -4.99 -1.18
C -4.32 3.63 -4.20 -1.38
C -4.70 3.07 -2.86 0.26
C -5.52 2.05 -2.60 -0.26
C -6.25 1.25 -3.63 -0.91
C -5.40 0.86 -4.85 -1.40
C -0.67 0.34 1.52 -1.81
H -3.80 -0.34 -4.09 0.55
H -1.95 1.13 -4.93 1.11
H -3.33 3.11 -6.06 0.62
H -2.23 3.49 -4.74 0.14
H -3.96 4.66 -3.99 0.44
H -5.19 3.72 -4.87 0.30
H -4.33 3.68 -2.03 0.83
H -5.88 1.89 -1.59 -0.05
H -7.13 1.80 -3.98 0.41
H -6.62 0.32 -3.14 0.29
H -5.77 -0.11 -5.20 0.47
H -5.50 1.61 -5.65 0.33
H -0.40 -0.69 1.84 0.64
H -1.15 0.77 2.42 0.62
H 0.29 0.87 1.38 0.46
P -0.47 0.81 -2.32 2.27
P -2.08 2.07 0.38 1.60
C -1.38 2.38 -2.30 -1.02
C -2.06 2.87 -1.21 -0.81
C 1.10 1.22 -3.07 0.22
C 1.09 2.10 -4.17 -0.19
C 2.29 2.41 -4.82 -0.77
C 3.49 1.84 -4.39 -0.59
C 3.50 0.99 -3.27 -0.62
C 2.31 0.66 -2.61 -0.27
C -1.17 -0.57 -3.41 1.16
C -2.29 -1.31 -2.90 -0.70
C -2.66 -2.52 -3.54 -0.20
C -1.92 -3.02 -4.60 -0.91
C -0.81 -2.31 -5.07 -0.65
C -0.44 -1.08 -4.50 -0.67
C -1.84 3.40 1.56 0.42
C -0.67 4.17 1.47 -0.59
C -0.40 5.14 2.43 -0.76
C -1.32 5.37 3.46 -0.51
C -2.51 4.64 3.53 -0.69
C -2.78 3.65 2.58 -0.33
C -3.60 1.09 0.75 1.06
C -3.54 -0.28 1.23 -0.59
C -4.72 -1.07 1.27 -0.75
C -5.93 -0.51 0.90 -0.80
C -6.00 0.83 0.50 -0.55
C -4.87 1.64 0.47 -1.02
H -1.11 3.09 -3.09 0.62
H -2.49 3.88 -1.22 1.10
H 0.17 2.57 -4.52 0.22
H 2.27 3.12 -5.65 0.45
H 4.42 2.06 -4.92 0.40
H 4.45 0.60 -2.90 0.47
H 2.32 -0.01 -1.75 0.00
H -3.10 -0.80 -2.27 0.23
H -3.56 -3.03 -3.19 0.54
H -2.20 -3.98 -5.06 0.45
H -0.22 -2.72 -5.88 0.46
H 0.44 -0.55 -4.88 0.46
H 0.03 4.02 0.64 0.39
H 0.52 5.72 2.38 0.43
H -1.10 6.11 4.23 0.41
H -3.23 4.83 4.32 0.42
H -3.71 3.08 2.62 0.33
H -2.66 -0.66 1.79 0.61
H -4.66 -2.10 1.65 0.55
H -6.85 -1.09 0.93 0.47
H -6.96 1.25 0.19 0.49
H -4.92 2.70 0.19 0.72
B 2.51 -1.75 0.39 0.11
C 1.08 -1.73 -0.09 0.27
N -0.07 -1.68 -0.40 -0.82
H 2.67 -0.81 1.16 -0.05
H 3.32 -1.68 -0.55 -0.06
H 2.63 -2.77 1.05 -0.05
```

Properties
ΔE to the lowest compared entry with this formula, charge and spin	42.4	kcal per mole
LUMO level	-7.23	eV
total energy	-59984.463	eV
net charge	+2


No. 5
# C26H26FeNO3

A molecular structure, C26H26FeNO3 at a distorted geometry (ωB97M-V/def2-TZVPD, the OMol25 dataset).

The geometry in XYZ format:
```
57
Properties=species:S:1:pos:R:3:lowdin_spin:R:1
O -5.77 2.25 -0.84 -0.02
C -6.08 1.33 -0.19 0.01
Fe -6.13 -0.11 0.82 1.89
C -5.24 0.88 1.99 0.01
O -4.38 1.47 2.50 -0.01
C -7.75 0.17 1.47 0.06
O -8.67 0.41 2.14 0.01
C -1.36 -0.74 -0.58 0.15
C -2.62 -0.62 -1.50 0.09
C -3.89 -1.19 -0.93 0.41
C -3.97 -1.75 0.32 0.18
C -2.80 -1.91 1.09 0.37
C -1.58 -1.40 0.67 0.43
H -0.88 0.22 -0.60 0.03
H -2.82 0.47 -1.56 0.03
H -2.46 -0.88 -2.56 0.02
H -4.81 -0.95 -1.48 0.02
H -4.91 -2.16 0.74 0.01
H -2.85 -2.39 2.05 0.01
H -0.73 -1.59 1.32 0.01
C 5.53 2.79 -0.67 0.00
C 4.31 3.47 -0.53 0.00
C 3.12 2.75 -0.41 0.00
C 3.12 1.35 -0.49 0.00
C 1.76 0.64 -0.34 0.00
C 1.39 0.51 1.14 0.00
C 0.24 1.16 1.63 0.00
C -0.16 0.97 2.95 0.00
C 0.66 0.25 3.83 0.00
C 1.86 -0.30 3.37 0.00
C 2.23 -0.17 2.02 0.00
C 1.71 -0.71 -1.05 0.02
C 1.98 -0.69 -2.55 0.00
C 1.32 -1.97 -3.09 0.00
C 0.40 -2.50 -1.98 0.01
N 0.40 -1.46 -0.90 0.21
C 4.33 0.66 -0.61 0.00
C 5.53 1.39 -0.70 0.00
H 6.46 3.34 -0.75 0.00
H 4.29 4.56 -0.50 0.00
H 2.16 3.27 -0.28 0.00
H 1.01 1.29 -0.84 0.00
H -0.35 1.78 0.95 0.00
H -1.11 1.39 3.28 0.00
H 0.36 0.13 4.87 0.00
H 2.53 -0.83 4.06 0.00
H 3.17 -0.59 1.66 0.00
H 2.47 -1.37 -0.58 0.01
H 1.54 0.22 -2.98 0.00
H 3.06 -0.65 -2.75 0.00
H 0.75 -1.76 -4.00 0.00
H 2.09 -2.73 -3.33 0.00
H -0.63 -2.68 -2.27 0.00
H 0.82 -3.44 -1.58 0.00
H 0.53 -1.97 -0.02 0.00
H 4.36 -0.43 -0.64 0.00
H 6.47 0.84 -0.79 0.00
```

Properties
LUMO level (alpha / beta)	-3.10 / -6.44	eV
total energy	-69391.059	eV
net charge	+1
multiplicity	5


No. 6
# C14H16N2O5

A single C14H16N2O5 molecule at a distorted geometry (ωB97M-V/def2-TZVPD, the OMol25 dataset).

The geometry in XYZ format:
```
37
Properties=species:S:1:pos:R:3:mulliken_charge:R:1
C -3.38 -1.44 -1.52 -1.71
C -3.39 -0.78 -0.15 1.81
C -4.35 -1.50 0.80 -1.79
C -1.97 -0.65 0.43 -1.22
C -1.55 0.76 0.02 0.81
C -0.71 1.52 1.05 -1.29
C 0.67 0.89 1.07 0.40
O 1.01 0.03 1.84 -0.61
N 1.49 1.37 0.08 0.05
C 2.79 0.90 -0.13 0.48
C 3.83 1.80 -0.37 -0.54
C 5.13 1.36 -0.49 -0.58
C 5.43 0.01 -0.36 -0.59
C 4.41 -0.90 -0.15 -0.69
C 3.10 -0.46 -0.07 0.35
N 2.07 -1.47 -0.03 1.07
O 2.33 -2.52 0.52 -0.62
O 1.04 -1.25 -0.63 -0.58
C -2.88 1.46 -0.23 0.05
O -3.04 2.65 -0.36 -0.62
O -3.86 0.57 -0.30 -0.36
H -3.09 -2.49 -1.43 0.40
H -4.37 -1.39 -1.97 0.41
H -2.68 -0.94 -2.18 0.37
H -5.34 -1.55 0.36 0.40
H -3.99 -2.51 0.99 0.38
H -4.42 -0.96 1.74 0.41
H -1.30 -1.41 0.04 0.37
H -1.99 -0.73 1.52 0.34
H -1.00 0.73 -0.93 0.38
H -0.67 2.57 0.78 0.39
H -1.15 1.42 2.04 0.41
H 1.24 2.24 -0.37 0.32
H 3.60 2.85 -0.44 0.38
H 5.92 2.07 -0.68 0.39
H 6.45 -0.33 -0.43 0.39
H 4.61 -1.95 -0.07 0.44
```

Properties
ΔE to the lowest compared entry with this formula, charge and spin	31.6	kcal per mole
LUMO level	-0.38	eV
total energy	-27993.959	eV
net charge	0


No. 7
# C35H70N2O5S3SiTa

A molecular structure, C35H70N2O5S3SiTa at a distorted geometry (ωB97M-V/def2-TZVPD, the OMol25 dataset).

The geometry in XYZ format:
```
117
Properties=species:S:1:pos:R:3:mulliken_charge:R:1
C 2.54 2.57 0.44 -1.38
C 2.28 1.60 1.59 0.38
O 2.55 1.98 2.74 -0.66
N 1.73 0.34 1.39 1.06
C 1.17 -0.23 2.64 -0.94
Ta 3.05 -1.06 0.36 0.19
C 1.23 -1.54 -1.02 -0.60
C 1.05 -0.34 -1.99 0.11
C -0.11 -0.49 -3.01 -1.25
C -1.40 0.30 -2.65 -0.22
C -1.16 1.74 -2.17 0.19
C -2.43 2.63 -2.05 -1.30
C -3.71 1.87 -1.61 0.20
C -4.58 2.70 -0.59 -1.15
C -4.95 1.87 0.68 -0.67
C -4.35 2.43 2.00 -1.21
C -2.84 2.76 1.95 0.18
C -1.89 1.57 2.28 -0.37
N -2.38 0.25 1.94 0.74
C -1.92 -0.43 0.87 -1.04
C -2.51 -1.65 0.71 -0.16
C -3.42 -1.71 1.84 -1.14
C -3.31 -0.56 2.56 -0.58
C 4.15 -2.64 -0.88 -1.07
O 4.82 -3.68 -0.12 -0.52
C 3.97 -4.44 0.65 0.14
C 4.47 -4.80 1.90 0.10
C 3.72 -5.53 2.80 -0.67
C 2.43 -5.92 2.46 -0.35
C 1.92 -5.59 1.21 -0.73
C 2.66 -4.86 0.31 0.32
Si 5.19 -0.39 1.80 0.60
C 4.82 -0.69 3.67 -1.19
C 5.80 1.41 1.49 -1.14
C 6.74 -1.49 1.44 -1.14
H 2.90 2.09 -0.47 0.23
H 1.59 3.09 0.20 0.29
H 3.27 3.31 0.79 0.39
H 1.94 -0.60 3.33 0.23
H 0.55 -1.10 2.37 0.32
H 0.51 0.49 3.15 0.19
H 2.49 -2.33 1.62 -0.19
H 3.57 0.23 -0.90 -0.32
H 0.35 -1.71 -0.37 -0.23
H 1.40 -2.48 -1.57 0.57
H 1.98 -0.27 -2.58 0.43
H 1.01 0.58 -1.39 -0.13
H 0.18 -0.26 -4.05 0.16
H -0.39 -1.56 -3.01 0.29
H -2.01 -0.31 -1.97 0.21
H -2.00 0.37 -3.59 0.54
H -0.36 2.20 -2.77 0.61
H -0.74 1.68 -1.15 -0.62
H -2.22 3.37 -1.26 0.51
H -2.54 3.21 -2.99 0.45
H -3.40 0.96 -1.07 -0.39
H -4.31 1.65 -2.50 0.53
H -5.51 2.94 -1.13 0.41
H -4.10 3.66 -0.35 0.57
H -6.05 1.94 0.77 0.40
H -4.74 0.79 0.57 0.39
H -4.61 1.73 2.80 0.30
H -4.89 3.37 2.20 0.44
H -2.55 3.25 1.01 0.09
H -2.67 3.52 2.73 0.08
H -1.54 1.61 3.33 0.50
H -0.98 1.72 1.67 -0.34
H -1.16 -0.11 0.15 0.64
H -2.33 -2.40 -0.06 0.73
H -4.06 -2.56 2.08 0.41
H -3.82 -0.24 3.46 0.49
H 4.92 -2.11 -1.48 0.39
H 3.48 -3.09 -1.64 0.50
H 5.48 -4.48 2.17 0.29
H 4.18 -5.76 3.76 0.35
H 1.85 -6.47 3.20 0.35
H 0.90 -5.89 0.96 0.37
H 2.22 -4.60 -0.66 0.22
H 5.79 -0.81 4.19 0.42
H 4.34 -1.68 3.71 0.24
H 4.19 0.10 4.09 0.29
H 6.90 1.50 1.54 0.40
H 5.41 1.82 0.55 0.23
H 5.40 2.05 2.30 0.31
H 6.80 -1.63 0.35 0.23
H 7.64 -0.95 1.78 0.44
H 6.63 -2.46 1.95 0.15
C -4.63 7.26 4.50 -0.92
S -3.31 7.51 3.30 0.42
O -3.48 6.48 2.25 -0.52
C -1.97 6.96 4.37 -0.93
H -5.58 7.51 4.03 0.32
H -4.64 6.22 4.83 0.28
H -4.47 7.92 5.36 0.37
H -2.16 5.94 4.70 0.27
H -1.90 7.63 5.23 0.38
H -1.05 7.00 3.80 0.33
C 1.45 -7.64 -2.78 -0.91
S 0.41 -6.25 -3.23 0.34
O 0.96 -5.05 -2.55 -0.47
C -1.03 -6.79 -2.30 -0.87
H 2.44 -7.49 -3.22 0.32
H 1.55 -7.70 -1.69 0.23
H 1.02 -8.57 -3.17 0.39
H -0.78 -6.89 -1.25 0.20
H -1.39 -7.73 -2.71 0.39
H -1.81 -6.03 -2.41 0.31
C -1.69 2.30 -7.86 -1.07
S -2.01 1.94 -6.12 0.73
O -2.46 0.53 -6.04 -0.64
C -3.48 2.97 -6.00 -0.94
H -0.82 1.73 -8.17 0.35
H -2.55 2.02 -8.46 0.31
H -1.48 3.37 -7.97 0.35
H -4.23 2.64 -6.73 0.42
H -3.22 4.01 -6.18 0.35
H -3.89 2.87 -5.00 0.16
```

Properties
ΔE to the lowest compared entry with this formula, charge and spin	0.0	kcal per mole
LUMO level	1.85	eV
total energy	-92577.041	eV
net charge	-1


No. 8
# CHCl3NOP

2 unconnected molecules or ions with the total composition CHCl3NOP at a distorted geometry (ωB97M-V/def2-TZVPD, the OMol25 dataset).

The geometry in XYZ format:
```
8
Properties=species:S:1:pos:R:3:mulliken_charge:R:1
O -2.79 0.09 -1.16 -0.48
P -3.83 -0.01 -0.16 1.01
Cl -3.81 1.63 1.02 -0.16
Cl -3.90 -1.79 0.81 -0.15
Cl -5.62 0.17 -0.90 -0.18
C 0.02 -0.18 0.51 0.00
N -1.04 -0.10 0.89 -0.31
H 0.99 -0.42 0.06 0.27
```

Properties
ΔE to the lowest compared entry with this formula, charge and spin	6.2	kcal per mole
LUMO level	-0.02	eV
total energy	-51448.633	eV
net charge	0